Record 1
The following is a quantum chemistry calculation of a molecular structure, C25H44Cl3LuN4O3Si, from the OMol25 dataset.

The geometry in XYZ format:
```
81
Properties=species:S:1:pos:R:3:forces:R:3
C 4.471783 -3.035315 1.070394 1.122 -0.430 0.355
C 4.030988 -1.732046 0.514920 -0.853 0.775 -2.627
H 5.578156 -3.088768 1.026506 -0.499 -0.141 0.088
H 4.079123 -3.901680 0.487050 0.260 0.722 0.437
H 4.185659 -3.148672 2.113177 0.019 -0.128 -0.038
C 4.467990 -1.360800 -0.720915 0.051 -0.339 1.897
C 5.689507 -1.963903 -1.320596 0.314 0.114 -0.564
H 3.977105 -0.587597 -1.298301 0.099 0.220 0.330
H 5.481516 -2.924898 -1.808836 0.068 0.112 -0.064
H 6.463986 -2.154788 -0.561594 -0.214 0.133 -0.324
H 6.079000 -1.254546 -2.070566 0.101 -0.505 0.198
Lu -2.755220 0.349450 0.090624 0.148 0.071 0.100
Cl -2.370646 0.298236 2.759954 -0.425 -0.063 0.315
Cl -4.081888 -1.642352 -0.466602 -0.337 -0.198 -0.123
H -7.867463 0.978554 0.908410 -0.106 0.127 -0.079
H -7.202710 0.707363 3.505463 0.160 -0.158 0.073
C -6.941068 0.463834 0.661344 -0.299 -0.395 0.216
C -6.402783 0.079011 3.096693 -0.037 0.055 -0.419
N -6.025790 0.584552 1.779193 0.982 0.588 -0.653
H -6.499365 0.877061 -0.241648 0.025 0.005 0.162
C -4.848881 1.178450 1.612729 -0.724 1.276 1.582
O -4.428539 1.715599 0.535248 -0.650 -0.868 0.646
H -5.514494 0.093822 3.734178 -0.255 -0.026 -0.029
H -4.216517 1.243652 2.556795 -0.927 -0.007 -1.257
H -7.166683 -0.589332 0.504531 0.007 -0.074 -0.120
H -6.766766 -0.946594 2.986195 0.091 0.114 0.104
H 0.779146 -2.536061 -2.172510 -0.359 0.199 -0.329
H 2.585044 -0.614037 -3.126841 -0.268 0.147 -0.231
C 0.166556 -2.072639 -2.960719 0.328 0.057 0.265
C 1.685567 -0.293432 -3.680967 0.197 0.070 0.354
N 0.484539 -0.655523 -2.945033 -1.001 0.792 -0.258
H -0.908993 -2.227607 -2.797849 0.491 0.043 0.030
C -0.360235 0.285996 -2.467399 -0.392 -0.426 -0.329
O -1.533637 0.095546 -2.087680 0.533 0.225 -0.594
H 1.709600 0.794790 -3.827013 0.129 -0.361 -0.049
H 0.089406 1.300559 -2.467959 -0.237 -0.331 0.009
H 0.503410 -2.512747 -3.906216 -0.324 0.168 -0.003
H 1.666652 -0.825819 -4.645150 0.058 0.409 0.225
O 1.662954 -2.003829 0.515033 1.947 3.488 -0.569
C 2.776218 -1.081701 1.056104 -1.012 -0.156 0.489
C 2.219486 0.904319 -0.427630 0.224 0.594 -0.282
C 2.742218 0.494557 0.786778 -0.148 -0.769 -0.522
H 1.768575 0.127840 -1.014788 -0.243 -0.018 -0.239
C 2.327475 2.221233 -0.894571 0.010 -0.611 0.307
H 2.759803 -1.133154 2.149897 -0.134 -0.459 -0.033
C 3.370652 1.480933 1.577600 0.311 0.017 -0.185
H 1.942433 2.467224 -1.882528 -0.008 0.114 0.210
C 2.991694 3.174030 -0.129209 0.366 0.424 -0.239
C 3.551871 2.803234 1.097315 -0.207 -0.331 0.168
H 3.791062 1.247060 2.555764 -0.057 -0.161 -0.220
H 3.118740 4.201328 -0.529133 -0.073 -0.773 0.407
H 4.148822 3.551258 1.665770 -0.659 -0.781 -0.295
Si 0.476994 -3.024968 0.951179 -3.055 -0.583 2.175
Cl -0.565781 -0.121737 0.517765 3.245 -1.393 0.380
C -0.598393 -3.793456 -0.406980 0.545 -0.361 -0.965
C -1.048412 -2.938920 2.233758 0.506 0.542 0.057
C 1.602873 -4.153740 1.856322 0.051 -0.632 -0.302
H -0.243703 -3.631016 -1.418003 -0.071 -0.271 0.202
H -1.662980 -3.498429 -0.420493 0.571 0.068 0.406
H -0.544231 -4.889027 -0.320395 -0.123 0.133 0.394
H 2.216754 -4.532614 1.028260 0.165 -0.436 0.638
H 1.070997 -4.934208 2.398169 0.350 -0.132 0.042
H 2.220129 -3.514236 2.506016 -0.307 -0.524 -0.056
H -0.906429 -2.252960 3.076850 0.042 -0.026 -0.089
H -1.164783 -3.940815 2.684245 0.357 0.101 -0.268
H -2.049928 -2.705629 1.830338 0.603 0.150 -0.202
C -1.739307 5.051334 -2.602770 -0.062 0.638 -0.625
C -1.443138 4.259918 -1.401781 0.432 -0.302 0.901
C -0.694310 4.486131 -0.253881 0.013 0.326 -0.472
C -0.793915 3.328094 0.541337 -0.958 -0.372 -1.254
N -1.593110 2.440133 -0.093073 0.159 0.845 0.012
N -1.951293 3.028196 -1.259107 0.008 0.147 0.229
C -0.132334 3.091718 1.838094 0.111 -0.183 0.784
H -2.591515 5.728396 -2.433050 0.289 -0.174 -0.088
H -0.863179 5.654986 -2.870188 -0.303 -0.079 -0.057
H -1.990799 4.397890 -3.452248 0.103 0.239 0.220
H -0.119197 5.377261 -0.026303 -0.151 -0.207 -0.045
H -2.486635 2.524896 -1.953596 0.113 0.025 0.167
H -0.285277 3.959162 2.499142 0.035 -0.220 -0.216
H -0.526690 2.204877 2.344067 0.049 0.135 -0.183
H 0.952532 2.967108 1.710916 -0.315 -0.003 -0.079
```
Forces are in eV/Å.

The charge is 0. The value obtained for the frontier orbital gap is 8.11 eV. The total energy is -117812.83235 eV. Its energy above the lowest of the compared OMol25 structures with the same formula, charge and spin is 12.5 kcal/mol.


Record 2
The following is a quantum chemistry calculation of 2 unconnected molecules or ions with the total composition C2H5S, from the OMol25 dataset.

The geometry in XYZ format:
```
8
Properties=species:S:1:pos:R:3:forces:R:3
C 1.242077 -1.206351 -0.145750 0.314 -0.260 -0.333
C 0.038396 -1.696558 0.095952 -0.301 0.045 0.369
H 2.129400 -1.825420 -0.261293 -0.100 -0.090 -0.114
H 1.348145 -0.140317 -0.310559 0.076 0.000 0.282
H -0.199321 -2.755826 0.155009 0.262 -0.039 0.137
H -0.753873 -0.971887 0.291984 -0.019 -0.317 -0.364
S -0.612150 1.420870 0.044364 -0.275 0.641 -0.014
H -1.537653 2.313262 -0.349153 0.044 0.020 0.037
```
Forces are in eV/Å.

The charge is -1. The value obtained for the frontier orbital gap is 6.94 eV. The total energy is -12990.13535 eV. Its energy above the lowest of the compared OMol25 structures with the same formula, charge and spin is 18.0 kcal/mol.


Record 3
The following is a quantum chemistry calculation of a gas-phase ion, C3H7N2S (charge +1), from the OMol25 dataset.

The geometry in XYZ format:
```
13
Properties=species:S:1:pos:R:3:forces:R:3
C 0.917880 -1.430526 -0.285709 -1.050 0.440 1.029
C 0.111996 -0.931767 0.868412 -1.524 0.963 -0.756
C 0.140580 1.165628 -0.616565 1.144 -0.026 -2.303
N 1.155064 -0.885672 -1.349072 -0.194 2.077 -0.900
N -0.457544 0.575988 0.533162 1.919 -1.704 0.543
S -0.858750 1.771620 -1.946151 0.958 -0.199 1.207
H 1.302320 -2.372778 -0.011811 0.727 -1.691 -0.016
H -0.820692 -1.501108 1.024731 0.756 -0.073 0.340
H 0.794118 -0.853087 1.709186 -0.462 0.092 0.492
H 1.122205 1.648092 -0.423705 -0.914 -0.430 -0.265
H -1.459103 0.659938 0.600139 -0.533 -0.252 -0.130
H -0.051972 1.017935 1.327873 -0.085 0.991 1.049
H -1.896104 1.135738 -1.430490 -0.743 -0.188 -0.288
```
Forces are in eV/Å.

The charge is +1. The value obtained for the frontier orbital gap (spin up / spin down) is 8.77 / 8.08 eV. The total energy is -17028.76086 eV. Its energy above the lowest of the compared OMol25 structures with the same formula, charge and spin is 110.9 kcal/mol.


Record 4
The following is a quantum chemistry calculation of a molecular structure, C27H44BrNOP2Re, from the OMol25 dataset.

The geometry in XYZ format:
```
77
Properties=species:S:1:pos:R:3:forces:R:3
C 1.783324 3.869517 0.068671 -0.238 -0.305 -0.949
C 0.989043 2.983687 -0.680128 0.418 0.404 -0.392
C 0.956951 3.119160 -2.082910 0.574 0.555 0.818
C 1.781739 4.083306 -2.674834 0.319 0.593 -1.737
N 2.579319 4.875969 -1.956320 -2.652 -2.837 1.977
C 2.538171 4.825139 -0.626550 1.280 1.362 0.462
C 0.125600 1.996804 -0.040857 -2.176 -1.079 -1.177
C -1.199316 1.721566 -0.072520 2.231 1.646 3.123
C -2.346730 2.209397 0.662974 0.588 -0.004 -1.087
C -2.957969 1.279869 1.507005 -1.011 -0.628 0.429
C -4.188665 1.576073 2.088193 1.560 -0.773 -0.338
C -4.676256 2.845129 1.827092 -2.603 0.658 0.744
C -3.971776 3.870739 1.183826 0.964 -0.001 -0.324
C -2.747730 3.550535 0.614329 -0.688 0.208 0.005
Re -0.331547 0.230698 0.987792 -0.380 1.224 1.107
P 1.750618 -0.327096 0.292810 3.864 -0.611 -1.819
H 0.308024 2.493564 -2.691272 0.279 0.288 -0.134
H 1.785029 3.833382 1.157727 0.215 0.312 -0.306
H 1.786210 4.201309 -3.762888 0.065 0.046 0.185
H 3.132522 5.556990 -0.072076 -0.047 -0.070 -0.125
H -2.097708 4.270630 0.116276 -0.510 -0.042 -0.053
H -2.431464 0.309896 1.729398 -0.938 0.249 -0.244
H -4.381515 4.872388 1.117822 -0.011 -0.105 0.064
H -4.742916 0.853590 2.671845 0.035 0.140 0.112
C 2.448764 -2.018595 0.586040 -0.759 -0.317 0.655
C 3.644379 -2.443263 -0.265979 0.343 0.080 -0.256
H 1.630772 -2.738994 0.430128 0.206 0.131 0.075
H 2.700164 -2.080563 1.657538 -0.081 0.069 -0.239
H 3.893336 -3.485454 -0.024754 -0.127 0.267 -0.021
H 3.421291 -2.403058 -1.337332 0.083 -0.067 0.193
H 4.541468 -1.844680 -0.070293 -0.300 -0.203 -0.085
C 2.088952 -0.040818 -1.524062 -0.594 0.126 -0.070
C 3.413682 0.622825 -1.899675 0.300 0.036 -0.135
H 1.271531 0.600233 -1.887090 0.128 -0.320 0.047
H 1.978714 -0.993094 -2.058968 0.097 0.238 0.294
H 3.438396 0.755437 -2.991939 -0.002 -0.121 0.298
H 3.507648 1.622876 -1.459349 0.095 -0.218 0.006
H 4.294062 0.025310 -1.624400 -0.358 0.226 -0.136
C 2.924069 0.802532 1.170640 -0.468 0.456 0.473
C 4.378675 0.356613 1.325425 0.320 -0.082 -0.018
H 2.499338 0.966521 2.175095 0.092 -0.037 -0.082
H 2.869097 1.781898 0.674414 0.032 -0.413 0.074
H 4.910800 1.114472 1.914278 -0.160 -0.176 -0.077
H 4.462494 -0.594205 1.860049 0.025 0.205 -0.061
H 4.902035 0.270742 0.367652 -0.177 0.033 0.283
Br -6.471370 3.171666 2.416085 1.293 -0.018 -0.397
P -1.360926 -1.109928 -0.614708 -1.758 -2.232 -2.249
C -0.380763 -2.168054 -1.777344 1.116 0.338 0.186
C -1.042525 -3.432714 -2.323001 -0.495 -0.246 -0.050
H 0.545599 -2.443520 -1.248559 -0.285 -0.009 -0.245
H -0.077880 -1.521312 -2.611961 -0.087 -0.034 0.200
H -0.321595 -3.962173 -2.961964 -0.104 0.222 0.220
H -1.340050 -4.125657 -1.527113 0.085 0.118 -0.262
H -1.916397 -3.208902 -2.947424 0.284 -0.121 0.247
C -2.442547 -2.362062 0.226604 0.349 0.167 0.875
C -3.803437 -2.644583 -0.407566 -0.357 -0.097 -0.241
H -2.579596 -2.017367 1.265261 -0.094 -0.131 -0.176
H -1.851860 -3.288109 0.293719 -0.042 0.296 0.050
H -4.377092 -3.295896 0.263394 0.179 0.166 -0.062
H -4.392522 -1.732952 -0.558184 0.085 -0.220 0.038
H -3.725186 -3.180370 -1.362151 0.066 0.217 0.296
C -2.477694 -0.179790 -1.766331 -0.094 0.840 0.359
C -2.949947 -0.798853 -3.081757 -0.055 -0.297 -0.216
H -1.951713 0.760900 -1.986858 -0.031 -0.150 -0.093
H -3.348240 0.121022 -1.167181 0.156 -0.037 -0.022
H -3.571830 -0.056908 -3.604022 0.202 -0.149 0.213
H -2.117275 -1.045468 -3.750656 -0.199 0.010 0.149
H -3.578853 -1.685855 -2.935610 0.259 0.293 -0.062
C 0.688951 -2.528378 4.440223 -0.042 0.115 -0.149
C 0.007004 -2.266470 3.111951 0.028 -1.124 0.281
O -0.132081 -0.820699 2.870934 0.146 0.958 -0.129
H 1.693863 -2.097279 4.476203 -0.053 0.001 -0.053
H 0.804797 -3.607704 4.562589 -0.066 0.047 0.027
H 0.106412 -2.159109 5.291636 0.007 -0.064 -0.163
H 0.575495 -2.678410 2.270211 -0.107 0.221 0.227
H -1.005003 -2.677606 3.073487 0.108 0.095 0.127
H 0.131631 -0.336418 3.687278 -0.328 -0.317 -0.485
```
Forces are in eV/Å.

The charge is +4. The value obtained for the frontier orbital gap (spin up / spin down) is 6.04 / 3.48 eV. As for the expectation value of S²: 3.796. The total energy is -122953.80901 eV. Its energy above the lowest of the compared OMol25 structures with the same formula, charge and spin is 0.0 kcal/mol. Its spin multiplicity is 4.